# 1
Entry from the OMol25 dataset: a structure of composition C30H46AuBCl2N7PS3 in a non-equilibrium geometry (the ωB97M-V functional and the def2-TZVPD basis).

Strongest force on any atom, eV/Å: 1.0
Spin multiplicity: 1
Highest occupied orbital energy, Eh: -0.2231
Relative energy (zero: lowest compared OMol25 entry of this formula, charge and spin), kcal per mole: 44.0

Last column: Löwdin charge in e.
Geometry (Å):
Au: 0.423 -0.474 -0.595  0.44
C: -4.311 -2.769 0.741  -0.02
C: -4.599 -1.334 0.289  -0.53
C: -6.047 -0.939 0.596  -0.04
C: -4.412 -1.245 -1.221  -0.09
N: -3.700 -0.425 1.086  0.02
C: -3.891 -0.344 2.462  -0.05
C: -2.979 0.509 2.945  -0.06
N: -2.213 0.956 1.887  0.02
B: -1.059 1.955 2.202  -0.60
N: 0.094 1.235 2.955  0.02
C: 0.811 1.951 3.888  -0.05
C: 1.768 1.153 4.373  -0.05
N: 1.643 -0.080 3.741  0.02
C: 0.614 -0.005 2.844  -0.64
S: 0.014 -1.233 1.779  0.63
C: 2.661 -1.139 4.072  -0.53
C: 4.016 -0.634 3.562  -0.02
C: 2.676 -1.311 5.594  -0.04
C: 2.378 -2.508 3.465  -0.08
N: -0.612 2.772 0.971  0.01
C: -1.472 3.761 0.521  -0.08
C: -0.948 4.287 -0.590  -0.06
N: 0.260 3.635 -0.837  0.02
C: 0.473 2.715 0.150  -0.68
S: 1.807 1.657 0.366  0.62
C: 1.023 3.995 -2.087  -0.53
C: 2.291 3.181 -2.305  -0.12
C: 0.089 3.739 -3.276  -0.04
C: 1.400 5.476 -1.984  -0.04
C: -2.634 0.362 0.747  -0.65
S: -1.927 0.592 -0.806  0.69
H: -4.867 -3.471 0.115  0.09
H: -3.244 -2.981 0.640  0.09
H: -4.599 -2.936 1.782  0.08
H: -6.721 -1.594 0.041  0.09
H: -6.296 -1.024 1.654  0.07
H: -6.229 0.091 0.279  0.10
H: -5.150 -1.913 -1.671  0.09
H: -4.585 -0.234 -1.593  0.08
H: -3.421 -1.557 -1.536  -0.01
H: -4.660 -0.890 2.979  0.12
H: -2.803 0.845 3.955  0.13
H: -1.514 2.752 2.993  0.12
H: 0.573 2.977 4.118  0.13
H: 2.528 1.358 5.108  0.12
H: 4.358 0.238 4.123  0.08
H: 4.769 -1.420 3.661  0.09
H: 3.936 -0.346 2.512  0.08
H: 2.992 -0.409 6.119  0.07
H: 1.683 -1.592 5.952  0.10
H: 3.375 -2.108 5.854  0.09
H: 2.369 -2.477 2.382  0.01
H: 3.175 -3.176 3.796  0.09
H: 1.420 -2.908 3.797  0.08
H: -2.401 3.978 1.025  0.13
H: -1.336 5.055 -1.232  0.12
H: 2.071 2.117 -2.397  0.01
H: 2.727 3.529 -3.246  0.08
H: 3.015 3.329 -1.507  0.05
H: -0.248 2.700 -3.256  0.08
H: -0.783 4.397 -3.269  0.07
H: 0.633 3.903 -4.206  0.08
H: 2.044 5.641 -1.116  0.09
H: 1.946 5.771 -2.882  0.09
H: 0.524 6.121 -1.894  0.07
Cl: 1.860 0.928 -4.977  0.67
C: 0.648 -0.324 -4.870  -0.61
C: 0.157 -0.862 -6.036  -0.14
C: -0.766 -1.901 -6.020  -0.13
C: -1.148 -2.402 -4.790  -0.16
C: -0.665 -1.855 -3.615  -0.60
Cl: -1.130 -2.668 -2.135  0.65
C: 0.228 -0.723 -3.553  -0.53
N: 0.700 0.001 -2.533  -0.14
H: 0.519 -0.464 -6.978  0.10
H: -1.146 -2.329 -6.939  0.09
H: -1.835 -3.237 -4.731  0.09
C: 2.416 -2.737 -2.645  -0.24
P: 2.017 -2.287 -0.931  0.74
C: 1.579 -3.879 -0.166  -0.26
C: 3.673 -1.926 -0.266  -0.24
H: 3.226 -3.470 -2.639  0.05
H: 2.728 -1.844 -3.188  0.05
H: 1.544 -3.154 -3.144  0.04
H: 2.417 -4.572 -0.255  0.05
H: 0.708 -4.286 -0.676  0.02
H: 1.327 -3.732 0.886  0.01
H: 4.326 -2.787 -0.411  0.05
H: 3.621 -1.681 0.794  0.01
H: 4.078 -1.062 -0.796  0.06

# 2
Entry from the OMol25 dataset: a cluster of 10 separate species, C30H46BClNO27 in total (the ωB97M-V functional and the def2-TZVPD basis).

Charge: -1
Strongest force on any atom, eV/Å: 0.6
Spin multiplicity: 1
Highest occupied orbital energy, Eh: -0.1487
Relative energy (zero: lowest compared OMol25 entry of this formula, charge and spin), kcal per mole: 15.0

Last column: Löwdin charge in e.
Geometry (Å):
N: 0.526 -0.320 0.728  -0.03
B: 0.061 0.966 -0.044  -0.61
C: -1.211 1.758 0.667  -0.24
C: -2.261 0.843 1.298  -0.32
C: -3.087 0.186 0.190  -0.57
Cl: -2.930 -1.610 0.203  0.50
H: 1.155 -0.041 1.478  -0.01
H: 1.127 -0.821 0.080  0.00
H: -0.330 0.585 -1.156  0.04
H: 1.041 1.724 -0.155  0.03
H: -0.865 2.538 1.352  0.07
H: -1.700 2.298 -0.141  0.04
H: -1.770 0.070 1.885  0.06
H: -2.933 1.395 1.957  0.09
H: -4.135 0.439 0.286  0.06
H: -2.735 0.529 -0.771  0.05
C: -2.667 -5.350 0.751  -0.12
C: -3.914 -5.353 1.602  -0.11
O: -4.099 -6.753 1.863  0.05
C: -2.899 -7.368 1.736  -0.58
O: -2.683 -8.497 2.048  0.15
O: -1.981 -6.528 1.206  0.06
H: -2.055 -4.464 0.899  0.11
H: -2.884 -5.460 -0.313  0.13
H: -3.775 -4.830 2.549  0.13
H: -4.778 -4.937 1.092  0.13
C: -1.996 4.935 -2.226  -0.11
C: -3.103 5.938 -2.426  -0.11
O: -4.272 5.108 -2.354  0.05
C: -3.948 3.987 -1.643  -0.56
O: -4.741 3.183 -1.271  0.16
O: -2.617 3.925 -1.438  0.06
H: -1.135 5.346 -1.705  0.13
H: -1.663 4.486 -3.157  0.11
H: -3.147 6.678 -1.623  0.13
H: -3.049 6.452 -3.381  0.11
C: 0.009 1.209 5.446  -0.10
C: 1.269 0.403 5.674  -0.10
O: 2.139 0.910 4.650  0.03
C: 1.724 2.153 4.327  -0.59
O: 2.340 2.910 3.643  0.15
O: 0.526 2.425 4.888  0.07
H: -0.536 1.416 6.364  0.13
H: -0.666 0.748 4.722  0.13
H: 1.722 0.610 6.647  0.09
H: 1.121 -0.667 5.551  0.14
C: 4.807 0.276 2.420  -0.10
C: 5.999 -0.197 3.219  -0.12
O: 6.067 -1.585 2.882  0.05
C: 5.459 -1.753 1.677  -0.57
O: 5.502 -2.757 1.042  0.15
O: 4.815 -0.627 1.305  0.07
H: 4.898 1.305 2.081  0.13
H: 3.870 0.164 2.964  0.12
H: 6.931 0.283 2.910  0.13
H: 5.871 -0.068 4.292  0.13
C: 4.533 3.978 8.217  -0.11
C: 4.292 3.604 6.769  -0.10
O: 3.715 2.300 6.890  0.06
C: 3.159 2.194 8.116  -0.56
O: 2.442 1.303 8.448  0.15
O: 3.510 3.240 8.897  0.07
H: 4.426 5.042 8.409  0.13
H: 5.506 3.643 8.580  0.13
H: 3.575 4.261 6.274  0.14
H: 5.203 3.565 6.177  0.14
C: -2.116 4.885 -7.853  -0.12
C: -3.115 5.528 -6.916  -0.11
O: -2.483 5.367 -5.644  0.05
C: -1.149 5.233 -5.844  -0.56
O: -0.334 5.238 -4.980  0.17
O: -0.877 5.083 -7.163  0.07
H: -2.084 5.353 -8.834  0.13
H: -2.284 3.814 -7.972  0.13
H: -3.246 6.594 -7.111  0.13
H: -4.087 5.042 -6.923  0.14
C: 0.883 -6.320 -2.587  -0.11
C: 1.165 -4.875 -2.228  -0.10
O: 0.022 -4.202 -2.768  0.08
C: -0.989 -5.085 -2.855  -0.58
O: -2.119 -4.808 -3.102  0.16
O: -0.551 -6.351 -2.620  0.02
H: 1.262 -7.027 -1.853  0.13
H: 1.263 -6.589 -3.575  0.13
H: 1.195 -4.707 -1.151  0.14
H: 2.078 -4.492 -2.674  0.13
C: 1.924 4.108 -1.654  -0.11
C: 3.302 4.646 -1.348  -0.11
O: 3.028 6.003 -0.972  0.05
C: 1.741 6.063 -0.543  -0.58
O: 1.255 7.013 -0.014  0.14
O: 1.097 4.911 -0.806  0.05
H: 1.802 3.054 -1.406  0.09
H: 1.626 4.271 -2.693  0.13
H: 3.768 4.136 -0.503  0.13
H: 3.974 4.614 -2.202  0.13
C: -3.375 -8.385 -3.923  -0.11
C: -2.193 -8.081 -4.812  -0.11
O: -1.935 -9.351 -5.428  0.06
C: -3.080 -10.074 -5.398  -0.58
O: -3.246 -11.101 -5.973  0.15
O: -4.010 -9.466 -4.624  0.06
H: -4.055 -7.545 -3.813  0.13
H: -3.075 -8.734 -2.933  0.14
H: -2.434 -7.355 -5.591  0.14
H: -1.328 -7.735 -4.259  0.11

# 3
Entry from the OMol25 dataset: a cluster of 12 separate species, C30H46Cl3N6O21 in total in a non-equilibrium geometry (the ωB97M-V functional and the def2-TZVPD basis).

Charge: -4
Strongest force on any atom, eV/Å: 5.5
Spin multiplicity: 2
Highest occupied orbital energy, Eh: 0.1419

Last column: Löwdin charge in e.
Geometry (Å):
C: -0.696 -2.915 -0.743  -0.05
C: -1.169 -1.470 -1.168  -0.11
N: -0.542 -0.419 -0.263  -0.03
C: 0.721 0.150 -0.401  -0.01
C: 0.901 1.108 0.683  0.03
N: -0.260 1.132 1.377  -0.07
C: -1.146 0.208 0.857  0.04
C: -0.461 1.962 2.520  -0.01
H: -0.717 -3.062 0.336  0.07
H: 0.362 -3.113 -0.918  0.06
H: -1.284 -3.714 -1.195  0.06
H: -2.231 -1.248 -1.064  0.11
H: -0.860 -1.282 -2.196  0.08
H: 1.348 -0.177 -1.218  0.08
H: 1.747 1.723 0.954  0.12
H: -2.099 -0.091 1.268  0.14
H: -1.058 1.499 3.305  0.10
H: -0.788 2.957 2.218  0.09
H: 0.470 2.206 3.032  0.09
Cl: 2.472 0.535 5.503  0.56
O: 3.827 0.963 5.560  -0.37
O: 2.321 -0.785 6.065  -0.42
O: 1.503 1.367 6.136  -0.38
O: 2.254 0.365 4.122  -0.37
Cl: -1.180 -2.521 4.171  0.62
O: 0.078 -2.720 4.847  -0.36
O: -1.545 -3.583 3.206  -0.41
O: -2.154 -2.431 5.232  -0.40
O: -1.038 -1.236 3.568  -0.37
Cl: 2.199 4.710 3.374  0.57
O: 0.939 4.879 4.008  -0.37
O: 3.247 3.895 4.030  -0.34
O: 2.093 4.334 2.031  -0.38
O: 2.725 6.006 3.404  -0.43
C: 6.216 1.374 0.355  -0.18
C: 5.107 1.103 1.402  -0.54
O: 5.125 1.917 2.549  -0.34
H: 7.229 1.114 0.660  0.03
H: 6.151 2.422 0.061  0.04
H: 5.924 0.849 -0.554  0.00
H: 5.156 0.062 1.723  0.06
H: 4.143 1.209 0.904  0.05
C: -4.454 -1.830 2.521  -0.03
N: -4.614 -1.676 1.033  -0.58
O: -4.915 -0.513 0.657  -0.22
O: -4.195 -2.638 0.334  -0.20
H: -5.335 -1.569 3.106  0.06
H: -3.661 -1.126 2.772  0.06
H: -4.224 -2.885 2.668  0.06
C: -2.910 4.438 -1.664  0.02
N: -2.560 3.060 -1.386  -0.41
O: -2.224 2.839 -0.239  0.07
O: -2.672 2.158 -2.246  0.03
H: -3.820 4.634 -1.098  0.10
H: -3.015 4.482 -2.748  0.09
H: -2.133 5.108 -1.294  0.10
C: -5.242 2.512 1.135  0.02
N: -4.151 2.878 2.112  -0.42
O: -3.633 2.019 2.809  0.08
O: -3.702 3.998 1.997  0.02
H: -5.638 3.426 0.693  0.07
H: -6.085 2.171 1.736  0.09
H: -4.922 1.752 0.422  0.07
C: 5.717 -2.229 -1.091  0.03
N: 4.221 -2.155 -1.341  -0.43
O: 3.647 -1.123 -1.034  0.07
O: 3.697 -3.184 -1.687  0.03
H: 6.357 -1.489 -1.571  0.08
H: 6.078 -3.229 -1.334  0.08
H: 5.765 -2.065 -0.015  0.10
C: 0.806 6.470 -2.081  -0.10
C: 1.665 5.785 -1.174  -0.06
C: 1.687 4.401 -1.238  -0.05
C: 0.895 3.647 -2.140  -0.07
C: 0.059 4.310 -3.016  -0.14
C: 0.069 5.724 -2.996  -0.15
H: 0.781 7.549 -2.112  0.08
H: 2.200 6.436 -0.499  0.11
H: 2.380 3.927 -0.558  0.10
H: 0.984 2.573 -2.211  0.09
H: -0.465 3.772 -3.793  0.09
H: -0.395 6.223 -3.834  0.08
C: 1.715 -0.346 -4.364  -0.07
C: 1.230 -1.614 -3.904  -0.06
C: 0.082 -2.199 -4.504  -0.08
C: -0.521 -1.529 -5.608  -0.08
C: -0.045 -0.253 -5.952  -0.14
C: 0.981 0.333 -5.300  -0.14
H: 2.571 0.122 -3.902  0.10
H: 1.735 -2.130 -3.100  0.07
H: -0.380 -3.133 -4.220  0.10
H: -1.363 -1.892 -6.179  0.08
H: -0.597 0.330 -6.674  0.09
H: 1.236 1.332 -5.621  0.10
C: -3.208 -6.848 -0.471  -0.09
C: -2.723 -8.141 -0.853  -0.11
C: -1.436 -8.467 -0.393  -0.15
C: -0.680 -7.591 0.383  -0.11
C: -1.176 -6.331 0.769  -0.05
C: -2.485 -5.965 0.350  -0.06
H: -4.183 -6.448 -0.708  0.09
H: -3.364 -8.828 -1.385  0.07
H: -1.148 -9.485 -0.609  0.07
H: 0.173 -7.968 0.927  0.09
H: -0.553 -5.816 1.485  0.10
H: -2.937 -4.995 0.495  0.09

# 4
Entry from the OMol25 dataset: a cluster of 8 separate species, C30H46F5O17P3 in total in a non-equilibrium geometry (the ωB97M-V functional and the def2-TZVPD basis).

Strongest force on any atom, eV/Å: 2.8
Spin multiplicity: 1
Highest occupied orbital energy, Eh: -0.3418
SMILES string: O=P(O)(O)[PH]#[PH]C(F)(F)C(F)(F)F.O=C1CCCO1.O=C1CCCO1.O=C1CCCO1.O=C1CCCO1.O=C1CCCO1.O=C1CCCO1.O=C1CCCO1

Last column: Löwdin charge in e.
Geometry (Å):
O: 0.307 -3.121 -1.841  -0.31
P: 1.251 -3.995 -1.181  0.18
O: 0.523 -5.154 -0.363  -0.16
O: 2.199 -3.079 -0.209  -0.20
P: 2.587 -4.851 -2.687  0.62
P: 3.542 -6.506 -1.633  0.76
C: 3.090 -8.020 -2.727  -0.68
F: 3.034 -7.601 -4.000  0.04
F: 3.951 -9.003 -2.557  0.10
C: 1.634 -8.458 -2.373  -0.71
F: 0.768 -7.651 -2.897  0.18
F: 1.473 -8.379 -1.061  0.12
F: 1.388 -9.679 -2.752  0.21
H: 1.168 -5.806 -0.034  0.05
H: 3.047 -3.551 -0.173  0.05
H: 3.530 -3.857 -3.025  -0.08
H: 4.942 -6.341 -1.623  -0.08
O: 5.091 -5.682 -4.321  0.04
C: 6.040 -6.329 -4.669  -0.48
O: 7.272 -5.794 -4.814  0.04
C: 8.178 -6.776 -5.347  -0.15
C: 7.553 -8.118 -5.006  -0.15
C: 6.063 -7.796 -5.051  -0.07
H: 8.264 -6.618 -6.424  0.13
H: 9.158 -6.646 -4.893  0.13
H: 7.855 -8.916 -5.681  0.12
H: 7.833 -8.411 -3.993  0.12
H: 5.650 -7.903 -6.056  0.14
H: 5.495 -8.390 -4.346  0.10
O: -0.064 3.031 1.005  0.11
C: -0.141 1.928 0.546  -0.48
O: 0.909 1.073 0.497  0.00
C: 0.532 -0.129 -0.208  -0.16
C: -0.982 -0.188 -0.109  -0.15
C: -1.359 1.291 -0.092  -0.07
H: 0.878 -0.050 -1.240  0.13
H: 1.009 -0.985 0.258  0.10
H: -1.440 -0.756 -0.916  0.12
H: -1.274 -0.650 0.835  0.12
H: -1.480 1.695 -1.099  0.13
H: -2.250 1.482 0.501  0.13
O: -4.135 -8.317 -7.140  0.12
C: -3.719 -8.132 -6.036  -0.49
O: -4.373 -7.386 -5.109  0.03
C: -3.569 -7.262 -3.922  -0.15
C: -2.610 -8.440 -3.966  -0.16
C: -2.405 -8.631 -5.465  -0.08
H: -3.050 -6.301 -3.954  0.13
H: -4.213 -7.283 -3.046  0.12
H: -1.690 -8.265 -3.413  0.10
H: -3.091 -9.325 -3.547  0.12
H: -1.596 -8.009 -5.850  0.13
H: -2.240 -9.672 -5.728  0.12
O: -4.766 4.030 1.326  0.10
C: -3.922 4.502 2.037  -0.49
O: -3.637 4.022 3.267  0.03
C: -2.656 4.870 3.910  -0.16
C: -1.954 5.591 2.775  -0.14
C: -3.064 5.715 1.740  -0.07
H: -3.174 5.554 4.575  0.10
H: -1.978 4.258 4.496  0.13
H: -1.520 6.541 3.078  0.11
H: -1.153 4.966 2.377  0.10
H: -3.663 6.616 1.889  0.12
H: -2.678 5.680 0.725  0.13
O: 7.102 -0.583 1.309  0.11
C: 6.096 -0.007 1.604  -0.49
O: 4.925 -0.173 0.944  0.02
C: 3.931 0.734 1.465  -0.15
C: 4.412 1.087 2.863  -0.15
C: 5.928 1.023 2.705  -0.08
H: 3.878 1.606 0.811  0.13
H: 2.963 0.245 1.473  0.10
H: 4.042 2.048 3.213  0.12
H: 4.085 0.323 3.571  0.12
H: 6.345 1.972 2.365  0.13
H: 6.422 0.698 3.616  0.12
O: -4.142 9.797 1.910  0.11
C: -5.015 9.320 1.244  -0.50
O: -4.781 8.601 0.119  0.02
C: -6.031 8.256 -0.508  -0.15
C: -7.070 8.340 0.597  -0.15
C: -6.507 9.447 1.481  -0.08
H: -6.220 8.969 -1.314  0.13
H: -5.957 7.257 -0.931  0.13
H: -8.075 8.535 0.227  0.12
H: -7.094 7.402 1.154  0.12
H: -6.831 10.437 1.156  0.13
H: -6.747 9.296 2.530  0.12
O: -1.690 6.517 5.924  0.11
C: -2.155 7.470 6.478  -0.47
O: -2.407 7.507 7.809  0.03
C: -3.063 8.740 8.149  -0.16
C: -2.707 9.705 7.029  -0.16
C: -2.588 8.770 5.830  -0.07
H: -4.138 8.555 8.212  0.13
H: -2.708 9.081 9.120  0.12
H: -3.437 10.502 6.899  0.12
H: -1.739 10.166 7.231  0.12
H: -3.549 8.614 5.335  0.13
H: -1.847 9.112 5.114  0.13